A cluster of 16 separate species, H32O16 in total. Source: the OMol25 dataset; level of theory: ωB97M-V with the def2-TZVPD basis set.

Element x y z (Å)
O -15.74586 9.33966 16.71931
H -15.71370 9.08799 17.65213
H -14.88495 9.04289 16.43224
O -16.20852 10.18851 13.86561
H -16.90850 9.73834 13.39364
H -16.10568 9.61411 14.65230
O -13.21785 8.96718 15.49692
H -13.43252 9.90147 15.65475
H -13.46111 8.92789 14.53357
O -15.42064 10.53173 11.06561
H -15.16346 10.45119 11.98076
H -14.98551 11.28717 10.65058
O -12.18399 10.79382 17.53092
H -13.10037 10.92507 17.71826
H -11.84047 10.31385 18.24405
O -14.25074 11.67391 15.14770
H -15.00955 11.23120 14.75424
H -13.92668 12.18759 14.44949
O -13.87097 12.84344 12.41756
H -13.20716 13.02722 11.70678
H -14.08991 13.67609 12.86298
O -16.14550 12.66599 16.67533
H -15.45881 12.25368 16.11721
H -16.91571 12.62638 16.13634
O -11.14899 11.95366 13.18519
H -10.52261 12.36780 12.60172
H -11.22631 12.43141 14.04815
O -15.15243 14.29840 14.43583
H -15.39081 15.25209 14.23737
H -15.66019 14.01240 15.23039
O -14.81316 11.14745 18.76535
H -14.46934 11.96491 19.09510
H -15.23593 11.30704 17.92595
O -16.86320 12.58561 12.43229
H -16.23846 13.18633 12.81776
H -16.39718 11.77386 12.38133
O -12.84787 14.45829 15.90837
H -12.16088 15.06207 15.60697
H -13.65582 14.58197 15.49379
O -13.06543 9.90270 12.95811
H -12.72590 9.03074 13.03698
H -12.42012 10.59832 13.00783
O -10.88655 12.69543 15.94639
H -11.80002 12.57315 15.93344
H -10.55936 11.89990 16.34740
O -18.22386 12.40074 14.71255
H -17.61834 12.33086 13.96382
H -19.07762 11.97730 14.48855

Atomic forces in eV per Å
O -0.502 0.043 0.431
H -0.433 0.198 -0.021
H 0.981 -0.456 -0.568
O 0.208 -0.848 0.709
H -0.366 0.045 -0.409
H -0.080 0.341 -0.079
O -0.962 -0.214 -0.992
H 0.682 0.113 0.049
H 0.287 0.097 1.484
O -0.741 -0.209 -0.951
H 0.993 0.023 0.353
H 0.026 -0.216 0.606
O 0.559 0.931 -1.863
H -1.202 0.107 0.553
H 0.649 -1.134 1.580
O -0.558 -1.273 1.881
H -0.071 -0.373 -0.483
H 1.096 1.317 -1.882
O 0.569 0.290 -0.844
H -0.782 -0.142 1.202
H 0.223 -0.092 -0.241
O 1.259 0.637 0.484
H 0.154 0.184 0.363
H -1.804 -0.393 -0.619
O -0.813 -0.247 0.619
H 0.392 0.404 0.107
H 0.813 -0.270 -0.699
O -0.725 1.840 -0.390
H 0.112 -1.703 0.578
H 0.091 0.177 -0.160
O 0.488 -1.320 0.411
H 0.021 0.880 0.127
H -0.666 0.543 -0.447
O -1.350 1.030 -0.004
H 0.603 0.639 0.227
H 0.765 -1.241 -0.599
O 2.688 -0.669 1.726
H -0.411 -0.045 -0.089
H -2.179 0.736 -1.585
O -2.267 0.235 -0.628
H 1.294 -0.608 -0.356
H 1.252 0.336 0.161
O 2.469 0.776 -0.865
H -2.590 -0.005 0.529
H 0.200 -0.628 0.326
O -1.054 -0.120 1.021
H -0.333 -0.127 -0.800
H 1.016 0.415 0.046

Properties
gap between HOMO and LUMO	10.74	eV
energy relative to the best compared isomer or geometry (same formula, charge and spin)	419.0	kJ/mol
HOMO energy	-10.8	eV

Atom charges from the Löwdin analysis, given in e for atoms 1 to 5: O -0.04; H 0.06; H -0.01; O -0.04; H 0.08

=====

A cluster of 2 separate species, C7H15O3 in total. Source: the OMol25 dataset; level of theory: ωB97M-V with the def2-TZVPD basis set.

Element x y z (Å)
C 4.09959 -0.87777 0.71406
C 2.84003 -1.21790 1.04092
O 1.90671 -0.31456 1.35389
H 4.41329 0.16756 0.67366
H 4.84410 -1.65896 0.57017
H 2.51012 -2.26307 1.02939
C 0.69273 -0.21356 0.45814
C -0.20263 0.87811 0.99530
O 0.40126 2.13816 0.86228
C -0.41601 3.19047 1.30634
H 0.17644 -1.17447 0.61529
H 1.09670 0.09043 -0.52018
H -0.44738 0.67246 2.05504
H -1.15552 0.85709 0.43420
H 0.13476 4.13062 1.17788
H -1.34950 3.23655 0.71679
H -0.67787 3.06963 2.37204
C -3.36638 -1.41208 -1.98917
O -2.15849 -1.84945 -1.40085
C -1.02768 -1.30174 -1.90580
H -4.18343 -1.95982 -1.50610
H -3.50513 -0.32998 -1.83233
H -3.37483 -1.62370 -3.07079
H -0.12760 -1.88715 -1.71553
H -1.12331 -0.34688 -2.43465

Atomic forces in eV per Å
C -0.639 -0.263 0.474
C 1.108 -0.353 -1.086
O -1.749 1.366 -0.229
H -0.152 -0.344 0.053
H -0.206 0.214 -0.055
H 0.101 0.109 0.093
C 1.752 0.046 1.769
C -0.227 -0.054 0.344
O 0.325 -0.050 -0.172
C -0.246 0.113 0.086
H 0.125 0.287 -0.943
H -0.492 -0.709 0.087
H 0.123 0.039 -0.230
H 0.177 -0.119 0.029
H -0.118 -0.319 0.017
H 0.174 0.035 0.165
H 0.045 0.049 -0.233
C -0.320 0.210 -0.163
O 0.225 -0.245 0.018
C -0.291 -0.039 -0.176
H 0.245 0.175 -0.101
H 0.008 -0.243 -0.047
H 0.028 0.052 0.315
H -0.331 0.511 -0.187
H 0.336 -0.469 0.173

Properties
gap between HOMO and LUMO (alpha / beta)	8.22 / 9.55	eV
expectation value of S²	0.7533
energy relative to the best compared isomer or geometry (same formula, charge and spin)	99.7	kJ/mol
spin multiplicity	2
HOMO energy (alpha / beta)	-7.4 / -8.9	eV

Atom charges from the Löwdin analysis, given in e for atoms 1 to 5: C 0.03; C -0.29; O -0.13; H 0.06; H 0.05

=====

A structure of composition C32H22BiN6O4. Source: the OMol25 dataset; level of theory: ωB97M-V with the def2-TZVPD basis set.

Element x y z (Å)
Bi -0.04945 -0.36815 0.47379
O 3.06069 2.89687 -0.61629
C 2.54335 1.63809 -0.49081
O 2.12461 1.27149 0.62337
C 2.56225 0.83803 -1.66255
C 3.24078 1.18545 -2.86482
C 3.33625 0.27638 -3.87191
C 2.73217 -1.00295 -3.72305
C 2.01425 -1.22934 -2.56171
N 1.91935 -0.37554 -1.55323
C 1.23658 -2.49830 -2.31912
O 1.22167 -3.40818 -3.31031
O 0.63732 -2.72341 -1.29772
H 2.94460 3.28988 0.25993
H 3.69752 2.16255 -2.94516
H 3.87206 0.51747 -4.78122
H 2.84496 -1.74220 -4.50423
H 1.56998 -2.98851 -4.10765
C -3.80277 -2.96243 -0.08563
C -3.72652 -3.87609 0.98423
C -2.87497 -3.62916 2.01661
C -2.06738 -2.45303 2.03463
N -2.08225 -1.63650 0.93717
C -2.95639 -1.88920 -0.05928
N -1.36418 -2.23059 3.15241
C -0.78652 -1.06766 3.44969
N -0.76689 0.08201 2.70094
C -0.12855 1.06420 3.40660
N 0.06570 2.33594 3.04349
C -0.17676 2.76699 1.81374
C -0.05274 4.17280 1.56140
C -0.25179 4.69276 0.31959
C -0.61868 3.84818 -0.75720
C -0.70754 2.52838 -0.43797
N -0.50410 1.97062 0.74881
C 0.27548 0.53220 4.68764
C 0.97014 1.09120 5.76074
C 1.25102 0.28322 6.84347
C 0.84787 -1.06779 6.86626
C 0.15762 -1.62363 5.80868
C -0.12894 -0.80986 4.71182
H -4.48625 -3.09900 -0.91119
H -4.34658 -4.76485 0.99202
H -2.79394 -4.28799 2.86951
H -2.95326 -1.15667 -0.86053
H 0.21116 4.79440 2.40558
H -0.14779 5.75924 0.15675
H -0.82225 4.21328 -1.75152
H -1.16324 1.80550 -1.18264
H 1.27584 2.12928 5.73204
H 1.79263 0.68785 7.69026
H 1.09536 -1.67773 7.72703
H -0.15815 -2.65905 5.81535
C -1.34673 0.36274 -1.36628
C -0.99748 0.13823 -2.72390
C -0.45040 1.10993 -3.59052
C -0.23547 0.83224 -4.92532
C -0.58135 -0.39950 -5.47153
C -1.13552 -1.35872 -4.63314
C -1.32124 -1.12159 -3.28281
H -0.15997 2.07261 -3.18778
H 0.21331 1.59515 -5.55074
H -0.41979 -0.60601 -6.52144
H -1.41366 -2.32987 -5.02724
H -1.73504 -1.90168 -2.65714

Atomic forces in eV per Å
Bi 0.076 0.376 -0.225
O 0.075 0.054 -0.012
C 0.121 -0.128 0.035
O -0.143 -0.063 -0.141
C -0.090 -0.120 0.040
C 0.019 0.095 0.010
C 0.013 -0.026 -0.035
C -0.001 0.109 -0.004
C -0.138 -0.062 0.177
N 0.020 0.091 0.048
C -0.163 0.084 0.130
O -0.003 0.030 -0.058
O 0.016 -0.003 0.004
H -0.001 0.012 -0.004
H -0.008 0.005 -0.009
H 0.000 0.014 0.001
H -0.001 0.001 -0.020
H 0.015 -0.056 -0.006
C 0.001 0.011 0.008
C -0.013 -0.020 -0.012
C -0.005 -0.008 -0.018
C -0.076 0.005 0.086
N 0.085 -0.092 -0.034
C 0.067 -0.023 -0.009
N 0.119 -0.044 -0.051
C -0.144 0.081 0.084
N 0.142 -0.128 -0.111
C -0.105 0.110 0.017
N 0.043 -0.140 0.020
C 0.082 0.102 -0.023
C 0.034 -0.022 -0.031
C -0.017 0.046 -0.045
C 0.146 0.008 0.143
C -0.132 -0.137 -0.143
N -0.070 -0.080 0.116
C 0.055 0.070 -0.021
C -0.052 0.007 0.040
C -0.020 -0.018 -0.007
C 0.023 0.016 -0.001
C -0.070 0.032 0.022
C 0.072 -0.100 -0.039
H 0.002 0.002 -0.002
H -0.004 0.004 -0.003
H -0.001 0.006 0.003
H -0.021 0.010 0.018
H 0.015 -0.008 0.000
H 0.006 -0.004 0.000
H -0.032 -0.005 -0.003
H -0.091 0.334 -0.096
H 0.011 -0.004 -0.015
H 0.004 -0.009 0.000
H -0.012 0.006 0.007
H 0.015 -0.007 -0.004
C -0.073 -0.543 0.192
C 0.052 0.228 0.063
C 0.121 -0.028 0.020
C -0.053 -0.034 -0.030
C 0.017 0.042 -0.024
C 0.083 -0.065 0.071
C -0.063 -0.003 -0.127
H 0.019 -0.013 0.000
H 0.002 0.001 0.001
H -0.007 0.002 0.000
H 0.012 0.000 -0.001
H 0.024 -0.004 0.011

Properties
gap between HOMO and LUMO (alpha / beta)	4.80 / 4.85	eV
net charge	-1
energy relative to the best compared isomer or geometry (same formula, charge and spin)	419.2	kJ/mol
HOMO energy (alpha / beta)	-2.7 / -2.9	eV

Atom charges from the Löwdin analysis, given in e for atoms 1 to 5: Bi 1.91; O 0.07; C -0.52; O -0.09; C -0.22

=====

Which of these has the lowest energy relative to the best compared isomer or geometry (same formula, charge and spin)? C7H15O3